Molecular formula: C3H7NO2
Method: DFT, wB97M-V/def2-TZVPD

Results
**Energy relative to the best compared isomer or geometry (same formula, charge and spin)**: 138.4 kcal/mol
**Lowest unoccupied orbital energy**: 0.027 Eh
**HOMO energy**: -9.30 eV
**Frontier orbital gap**: 0.369 Eh

Geometry (Å):
C -1.98277 -0.47673 0.40692
C 0.34210 1.69123 0.02270
C 0.99764 -0.81565 -0.05955
H -2.87936 -0.81339 -0.19286
H -1.58798 -1.18596 1.24424
H -2.31946 0.52633 0.85788
H -0.51295 2.33370 -0.90693
H 1.55452 1.57717 -0.11754
H 0.05987 2.17468 1.24534
H 0.31508 -1.76846 -0.35442
N 0.06896 0.24058 -0.02205
O -1.03805 -0.25803 -0.65134
O 2.13127 -0.60713 0.17111

=====

Molecular formula: C3H4F2O
Method: DFT, wB97M-V/def2-TZVPD

Results
**Energy relative to the best compared isomer or geometry (same formula, charge and spin)**: 41.5 kcal/mol
**Lowest unoccupied orbital energy**: -0.016 Eh
**HOMO energy**: -10.95 eV
**Frontier orbital gap**: 0.386 Eh
**Structure (SMILES)**: CC(F)(F)C=O

Geometry (Å):
C -1.09143 -0.97407 0.20909
C -0.17240 0.26439 0.16151
F 0.70737 0.16841 1.36541
F -0.87746 1.42823 0.24944
C 0.84565 0.16670 -0.89794
O 0.84460 -1.03190 -1.38543
H -2.16490 -0.81507 -0.49164
H -0.47449 -1.90683 -0.02640
H -1.56662 -1.10493 1.32738
H 1.48918 0.97017 -1.09551

=====

Molecular formula: C5H13ISSi
Method: DFT, wB97M-V/def2-TZVPD

Results
**Lowest unoccupied orbital energy (alpha / beta)**: -0.019 / -0.058 Eh
**HOMO energy (alpha / beta)**: -9.06 / -8.36 eV
**Frontier orbital gap (alpha / beta)**: 0.314 / 0.249 Eh

Geometry (Å):
C 0.77252 -0.69028 -1.74662
C 0.73588 -2.95191 0.55547
C 1.91089 0.00100 1.12391
C -2.37461 3.19366 0.12011
C -1.06720 -0.48810 0.89767
Si 0.58641 -1.01133 0.11319
S -0.71204 2.59696 0.20809
I -3.13479 -0.32459 0.11460
H 0.26488 -1.31364 -2.42171
H 0.58509 0.21231 -2.20262
H 1.86029 -0.87821 -2.12201
H -0.13057 -3.25464 1.14457
H 0.74969 -3.54441 -0.25983
H 1.60243 -3.14995 1.20070
H 2.59340 0.33787 0.38670
H 1.46814 0.89811 1.70298
H 2.37970 -0.75313 1.86942
H -2.93849 2.32712 0.26837
H -2.77278 3.69378 -0.85273
H -2.71687 3.81358 0.87314
H -0.98506 -0.16858 1.96735

=====

Molecular formula: C18H20F11N4O2PRuS2SbSe
Method: DFT, wB97M-V/def2-TZVPD

Results
**Spin multiplicity**: 5
**Energy relative to the best compared isomer or geometry (same formula, charge and spin)**: 20.6 kcal/mol
**Lowest unoccupied orbital energy (alpha / beta)**: -0.134 / -0.219 Eh
**Charge**: +1
**HOMO energy (alpha / beta)**: -11.89 / -11.78 eV
**Frontier orbital gap (alpha / beta)**: 0.303 / 0.214 Eh

Geometry (Å):
Ru 0.26002 -0.49895 1.11548
N 3.10973 -2.46302 3.25366
C 3.22439 -3.35010 2.20467
C 2.51409 -2.82066 1.17715
N 1.98157 -1.62036 1.58559
C 2.34233 -1.44627 2.84641
C 1.82643 -0.27448 3.52150
N 0.97365 0.48992 2.85254
C 0.60213 1.51506 3.70208
C 1.24789 1.35598 4.88137
N 2.02262 0.21718 4.74674
H 3.46615 -2.61720 4.18177
H 3.77271 -4.27154 2.28725
H 2.35900 -3.20970 0.18721
H -0.08765 2.28560 3.40440
H 1.23864 1.94227 5.78347
H 2.58540 -0.18960 5.47590
F -6.49372 1.07429 -2.14013
C -5.46072 0.93094 -1.33326
C -4.17982 1.15487 -1.81027
F -3.99639 1.52378 -3.07365
C -3.10646 1.00615 -0.96308
F -1.89873 1.28149 -1.44985
C -3.26869 0.63525 0.36825
Se -1.89651 0.42410 1.63624
C -4.57547 0.43509 0.82666
F -4.80241 0.09890 2.08669
C -5.66162 0.57262 -0.01169
F -6.89091 0.36951 0.43492
C 0.49977 2.84005 -0.83189
C 1.86423 2.41629 -1.32185
C 2.82875 2.07450 -0.20855
O 1.71968 1.34598 -2.31162
P 1.74367 -0.21765 -2.23896
S 3.29355 -1.08432 -1.52242
S 0.12734 -0.96074 -1.12966
O 1.47548 -0.65079 -3.71127
C 0.58839 -0.16189 -4.78856
C -0.79930 0.16635 -4.29570
C 1.26296 0.99702 -5.48875
H 0.59055 3.79666 -0.31276
H 0.08078 2.11511 -0.13397
H -0.19703 2.96051 -1.66075
H 2.28395 3.22442 -1.91646
H 2.41588 1.31674 0.46126
H 3.01548 2.98010 0.37078
H 3.77601 1.70127 -0.59284
H 0.55415 -1.02475 -5.44739
H -0.77749 1.00500 -3.59920
H -1.27351 -0.69046 -3.81657
H -1.41024 0.45955 -5.15036
H 1.25748 1.88834 -4.86150
H 0.72535 1.21737 -6.41238
H 2.29272 0.74820 -5.74110
F -0.60822 -1.69489 3.32782
Sb -1.36071 -3.37660 2.73502
F -1.99147 -4.91159 1.90940
F -0.69765 -2.73811 1.02248
F -2.94622 -2.44524 2.36306
F 0.33610 -4.10997 3.04656
F -1.87809 -3.73756 4.48009

=====

Molecular formula: C24H26N4SiSn
Method: DFT, wB97M-V/def2-TZVPD

Results
**Energy relative to the best compared isomer or geometry (same formula, charge and spin)**: 0.0 kcal/mol
**Lowest unoccupied orbital energy**: -0.271 Eh
**Charge**: +2
**HOMO energy**: -13.09 eV
**Frontier orbital gap**: 0.210 Eh

Geometry (Å):
C -3.14529 -3.15027 2.41800
C -1.84104 -3.71185 2.50286
C -0.91223 -2.67264 2.76180
H -1.59676 -4.77392 2.45369
C -1.63597 -1.42898 2.85107
C -3.03773 -1.74539 2.64609
H -3.87206 -1.08674 2.87283
H -4.08211 -3.70622 2.33815
H 0.13258 -2.77979 3.02965
H -1.27699 -0.46971 3.22138
Sn -1.72066 -1.56961 0.43178
C 0.67014 2.51830 -1.14894
H 0.26542 2.54599 -0.10778
H 0.75005 3.53620 -1.58478
H -0.13073 1.91723 -1.66076
Si 2.02233 1.12653 -1.02875
C 2.56381 0.12412 -2.47049
C 2.93362 -1.20326 -2.16168
H 2.80640 -1.56233 -1.14593
C 3.49260 -2.00237 -3.15257
H 3.80926 -3.00810 -2.91852
C 3.65846 -1.50874 -4.44942
H 4.10288 -2.12733 -5.22498
C 3.27095 -0.20190 -4.77380
H 3.41637 0.18958 -5.78811
C 2.69846 0.62191 -3.79315
H 2.40963 1.65313 -4.03543
C 3.32551 1.24418 0.26723
C 4.67811 0.94850 -0.03875
H 4.96676 0.64362 -1.04946
C 5.65044 1.03942 0.95850
H 6.69084 0.80887 0.71498
C 5.29892 1.45513 2.24533
H 6.07023 1.55337 3.01107
C 3.97429 1.79947 2.53691
H 3.71100 2.15148 3.53376
C 2.98293 1.68944 1.56434
H 1.95354 1.96986 1.78944
H 2.70987 2.66904 -2.17666
H 2.48144 3.47547 -1.94067
N -5.89890 -0.52366 -0.19086
C -6.22880 -1.82890 -0.53766
C -5.05453 -2.52390 -0.55018
N -4.02242 -1.67205 -0.18506
C -4.56556 -0.47017 0.06478
C -3.80661 0.67929 0.53162
N -2.49596 0.62288 0.81560
C -2.16447 1.82129 1.42335
C -3.26496 2.62513 1.44967
N -4.31070 1.86726 0.95843
H -6.52352 0.26651 -0.10305
H -7.24150 -2.12333 -0.76233
H -4.84346 -3.57313 -0.72224
H -1.15490 2.06713 1.67723
H -3.40644 3.61045 1.82091
H -5.26255 2.18348 0.81156

=====

Molecular formula: C36H39AsBN8OS3Tl
Method: DFT, wB97M-V/def2-TZVPD

Results
**Spin multiplicity**: 2
**Energy relative to the best compared isomer or geometry (same formula, charge and spin)**: 4.1 kcal/mol
**Lowest unoccupied orbital energy (alpha / beta)**: -0.309 / -0.453 Eh
**Charge**: +3
**HOMO energy (alpha / beta)**: -15.44 / -15.44 eV
**Frontier orbital gap (alpha / beta)**: 0.258 / 0.115 Eh

Geometry (Å):
Tl -0.16155 -1.78468 0.50324
C 2.73379 -1.02289 2.41372
C 1.91131 -1.76561 3.46527
S 0.14197 -1.97449 3.11616
C -0.07588 -3.76651 3.31989
C 0.85081 -4.70118 2.53911
S 0.80442 -4.49674 0.73510
C 2.54842 -4.40380 0.28089
C 3.38437 -3.29971 0.92128
S 2.68410 -1.63826 0.71503
H 3.77504 -1.02824 2.73854
H 2.40142 0.00776 2.33788
H 1.96533 -1.19696 4.39394
H 2.32260 -2.75045 3.67515
H -1.12551 -3.93276 3.07429
H 0.03048 -3.96978 4.38639
H 0.54166 -5.72265 2.76378
H 1.88172 -4.61366 2.87659
H 2.52541 -4.29867 -0.80564
H 3.01010 -5.36971 0.48844
H 4.37200 -3.30468 0.46060
H 3.53486 -3.48233 1.98425
C -3.47746 1.19058 0.80872
C -2.36215 0.56253 1.35171
N -1.94263 -0.40161 0.53403
N -2.74757 -0.39947 -0.55535
C -3.69174 0.54431 -0.39331
B -2.70488 -1.50863 -1.67099
N -2.89402 -2.86218 -0.97077
C -3.83486 -3.81642 -1.09047
C -3.55809 -4.82183 -0.18761
C -2.40670 -4.40024 0.45998
N -1.99963 -3.21715 -0.00614
N -1.27224 -1.52288 -2.37238
C -1.00499 -1.64988 -3.68026
C 0.36682 -1.71636 -3.86177
C 0.89039 -1.64250 -2.58038
N -0.10167 -1.52459 -1.69187
N -3.72014 -1.16037 -2.71550
C -3.66413 -0.09874 -3.57480
C -4.85178 -0.03279 -4.24555
C -5.60368 -1.10604 -3.71990
N -4.92921 -1.77320 -2.80818
H -4.06876 1.98109 1.23671
H -1.85712 0.73920 2.28921
H -4.46659 0.67881 -1.13042
H -4.63191 -3.69437 -1.80274
H -4.11594 -5.72747 -0.02832
H -1.86000 -4.91646 1.23180
H -1.80356 -1.69368 -4.40171
H 0.89391 -1.82862 -4.79303
H 1.91579 -1.68849 -2.24563
H -2.77991 0.51353 -3.64932
H -5.14204 0.67186 -5.00534
H -6.60372 -1.41621 -3.97737
O 0.82424 0.56197 0.69592
As 1.12402 2.19438 0.60108
C 1.24378 3.06468 2.27794
C 0.12514 3.78510 2.69715
C 0.13049 4.38159 3.94946
C 1.24277 4.25937 4.77149
C 2.35177 3.53221 4.35497
C 2.35470 2.92481 3.10930
C -0.00752 3.16565 -0.57207
C -0.86270 2.48786 -1.43717
C -1.64497 3.22721 -2.31144
C -1.55806 4.61367 -2.32895
C -0.68954 5.28266 -1.47201
C 0.09316 4.55998 -0.58977
C 2.79169 2.41602 -0.38917
C 2.83761 1.65904 -1.62429
C 3.90400 1.76632 -2.51317
C 4.92519 2.63099 -2.20697
C 4.88107 3.39637 -0.99237
C 3.81112 3.28876 -0.09961
H -0.74014 3.89423 2.05360
H -0.72980 4.94718 4.28074
H 1.24750 4.73475 5.74328
H 3.21515 3.44288 5.00052
H 3.22171 2.34988 2.80208
H -0.92722 1.40586 -1.40652
H -2.33669 2.72921 -2.97650
H -2.17434 5.18063 -3.01412
H -0.62992 6.36227 -1.49020
H 0.75991 5.07990 0.08933
H 2.00562 0.99962 -1.85274
H 3.91172 1.19587 -3.43154
H 5.77052 2.76071 -2.87086
H 5.70187 4.06978 -0.77538
H 3.79944 3.90291 0.79106

=====

Number 1: largest force on an atom 4.89 eV Å⁻¹. Number 2: largest force on an atom 7.43 eV Å⁻¹. Number 3: largest force on an atom 4.15 eV Å⁻¹. Number 4: largest force on an atom 0.70 eV Å⁻¹. Number 5: largest force on an atom 3.71 eV Å⁻¹. Number 6: largest force on an atom 0.29 eV Å⁻¹.